Formula: C31H33F2N8O2PbSSe2Te2
Source: OMol25
Level of theory: wB97M-V/def2-TZVPD

The total charge is +1. The relative energy (zero: lowest compared OMol25 entry of this formula, charge and spin) is 251.0 kJ/mol. The value obtained for the largest force on an atom is 1.4 eV/A. The frontier orbital gap comes out at 0.179 hartree.

CARTESIAN COORDINATES (ANGSTROEM)
Pb 0.01 0.08 0.13
C 3.46 3.10 -0.95
C 2.66 2.21 -0.25
N 1.98 1.26 -0.90
C 2.11 1.17 -2.23
C 2.87 2.12 -2.91
N 3.54 3.07 -2.27
C 1.44 0.02 -2.87
C 1.65 -0.30 -4.21
C 1.06 -1.44 -4.75
C 0.28 -2.23 -3.92
C 0.10 -1.85 -2.59
N 0.67 -0.75 -2.10
C -0.65 -2.70 -1.63
C -1.45 -3.78 -1.99
N -1.93 -4.61 -1.07
C -1.64 -4.37 0.21
C -0.96 -3.21 0.58
N -0.49 -2.40 -0.35
C 1.29 -1.81 -6.16
C 2.54 -1.67 -6.74
C 2.71 -2.06 -8.06
N 1.73 -2.55 -8.81
C 0.53 -2.68 -8.26
C 0.26 -2.33 -6.94
H 4.04 3.86 -0.44
H 2.54 2.24 0.82
H 2.94 2.13 -3.99
H 2.26 0.33 -4.84
H -0.15 -3.15 -4.29
H -1.73 -4.00 -3.01
H -1.98 -5.10 0.93
H -0.80 -2.93 1.61
H 3.38 -1.30 -6.17
H 3.68 -1.97 -8.55
H -0.24 -3.07 -8.90
H -0.74 -2.43 -6.54
Se 0.21 4.23 0.78
Te -1.99 4.15 1.69
Te -1.75 2.64 3.85
Se 0.30 1.43 3.55
F -2.31 2.17 -0.87
C -1.25 1.49 -1.49
F -1.87 0.76 -2.51
H -0.68 2.28 -2.00
C -6.52 0.65 5.96
C -5.37 -0.34 5.84
N -5.10 -0.74 4.45
C -5.46 -2.09 4.04
C -6.95 -2.27 3.79
C -4.53 0.16 3.64
O -4.17 1.28 4.04
C -4.26 -0.21 2.21
C -5.26 -0.22 1.24
C -4.90 -0.47 -0.08
C -3.56 -0.65 -0.39
N -2.60 -0.58 0.53
C -2.95 -0.39 1.80
H -6.72 0.86 7.01
H -7.43 0.25 5.50
H -6.27 1.59 5.47
H -5.58 -1.25 6.40
H -4.46 0.11 6.24
H -5.14 -2.77 4.83
H -4.90 -2.34 3.14
H -7.53 -2.12 4.70
H -7.14 -3.28 3.43
H -7.31 -1.56 3.04
H -6.29 -0.02 1.50
H -5.64 -0.49 -0.86
H -3.24 -0.82 -1.41
H -2.14 -0.38 2.53
C 4.01 -2.57 1.84
S 3.22 -0.94 1.95
C 3.63 -0.62 3.68
O 1.75 -1.23 1.93
H 5.09 -2.46 1.95
H 3.77 -2.97 0.86
H 3.60 -3.22 2.61
H 4.70 -0.44 3.77
H 3.31 -1.46 4.30
H 3.07 0.28 3.97

Formula: C4H6N2OS
Source: OMol25
Level of theory: wB97M-V/def2-TZVPD

The total charge is 0. The relative energy (zero: lowest compared OMol25 entry of this formula, charge and spin) is 797.6 kJ/mol. The value obtained for the largest force on an atom is 5.9 eV/A. The frontier orbital gap (alpha / beta) comes out at 0.255 / 0.247 hartree.

CARTESIAN COORDINATES (ANGSTROEM)
C 0.89 -1.67 -0.13
C -0.54 -1.56 -0.08
C 1.90 -0.97 -0.60
C 1.20 1.66 0.59
N -1.36 -0.60 -0.32
N -1.61 0.31 -1.16
O -2.68 1.10 -0.78
S 2.14 0.65 -0.67
H 1.14 -2.78 0.22
H -1.13 -2.50 0.32
H 1.35 1.36 1.74
H 0.06 1.63 0.30
H 1.51 2.65 0.45
H -2.85 0.71 0.13

Formula: C5H9N2
Source: OMol25
Level of theory: wB97M-V/def2-TZVPD

The total charge is +1. The SMILES is C=[N+]1CCN=C1C. The relative energy (zero: lowest compared OMol25 entry of this formula, charge and spin) is 328.8 kJ/mol. The value obtained for the largest force on an atom is 5.1 eV/A. The frontier orbital gap comes out at 0.368 hartree.

CARTESIAN COORDINATES (ANGSTROEM)
C -0.35 0.83 -0.16
C -1.05 -1.60 0.06
C 1.87 0.54 0.04
C 1.25 -0.89 -0.09
C -1.66 1.39 -0.06
N 0.74 1.40 -0.19
N -0.12 -0.75 0.02
H -0.63 -2.64 0.07
H -2.06 -1.24 -0.09
H 2.05 0.71 1.13
H 2.69 0.60 -0.55
H 1.47 -1.23 -1.10
H 1.80 -1.53 0.63
H -2.19 1.69 -0.97
H -1.54 2.14 0.80
H -2.28 0.57 0.46

Q: Which of these has the highest relative energy (zero: lowest compared OMol25 entry of this formula, charge and spin)?
A: C4H6N2OS

Q: Number 1 is which compound?
A: C31H33F2N8O2PbSSe2Te2